The following is a DFT calculation (ωB97M-V/def2-TZVPD) of a molecular structure, ClH4NSi in a non-equilibrium geometry.

As for the energy relative to the best compared isomer or geometry (same formula, charge and spin): 2.4359 eV. The value obtained for the lowest unoccupied orbital energy is 0.131 eV. As for the HOMO-LUMO gap: 10.139 eV. The calculation puts the max |F| at 1.89 eV/A. The HOMO energy is -10.008 eV.

```
7
ClH4NSi, DFT ωB97M-V/def2-TZVPD
N -0.113 -1.020 0.777
Si -1.518 -1.052 -0.011
Cl -2.844 0.324 0.575
H 0.369 1.375 0.459
H 0.665 -1.643 0.629
H -2.153 -1.792 -1.086
H 0.585 2.090 0.228
```



The following is a DFT calculation (ωB97M-V/def2-TZVPD) of 2 unconnected molecules or ions with the total composition C5H12OSi2 in a non-equilibrium geometry.

As for the energy relative to the best compared isomer or geometry (same formula, charge and spin): 4.2276 eV. The value obtained for the lowest unoccupied orbital energy is -0.881 eV. As for the HOMO-LUMO gap: 6.970 eV. The calculation puts the max |F| at 1.12 eV/A. The HOMO energy is -7.851 eV.

```
20
C5H12OSi2, DFT ωB97M-V/def2-TZVPD
C 0.680 0.674 -0.112
C -0.006 1.704 -0.595
C 0.846 -0.342 -1.218
C 0.214 0.395 -2.414
C 1.221 0.463 1.251
O -0.352 1.602 -1.917
Si -2.905 -0.141 0.332
Si 0.465 -1.012 2.205
H 1.893 -0.594 -1.390
H 0.311 -1.264 -0.978
H 0.960 0.654 -3.174
H -0.581 -0.186 -2.893
H 2.298 0.288 1.178
H 1.083 1.375 1.833
H -0.330 2.608 -0.113
H -2.447 -1.478 -0.141
H -4.261 -0.585 0.759
H 1.224 -1.135 3.450
H 0.636 -2.246 1.441
H -0.949 -0.779 2.495
```



The following is a DFT calculation (ωB97M-V/def2-TZVPD) of a molecular structure, C26H14Cl2F3IN3O5STi.

The charge is +1. As for the energy relative to the best compared isomer or geometry (same formula, charge and spin): 0.1368 eV. The value obtained for the lowest unoccupied orbital energy is -4.199 eV. As for the HOMO-LUMO gap: 6.918 eV. The calculation puts the max |F| at 0.35 eV/A. The HOMO energy is -11.117 eV.

```
56
C26H14Cl2F3IN3O5STi, DFT ωB97M-V/def2-TZVPD
Ti -0.827 0.141 -0.895
Cl 0.486 6.861 0.902
C -0.170 5.350 0.382
C -0.859 5.278 -0.834
C -1.386 4.085 -1.270
C -1.208 2.922 -0.516
O -1.702 1.773 -0.962
C -0.529 2.999 0.715
C -0.498 1.865 1.583
N -0.732 0.654 1.195
C -0.952 -0.390 2.120
C -0.588 -0.419 3.439
C -0.953 -1.512 4.251
C -1.681 -2.553 3.749
C -2.045 -2.564 2.382
C -2.767 -3.612 1.769
C -3.039 -3.553 0.432
C -2.573 -2.460 -0.316
N -1.897 -1.464 0.223
C -1.654 -1.487 1.568
C -0.029 4.234 1.164
H -0.975 6.176 -1.426
H -1.925 4.017 -2.205
H -0.334 2.068 2.640
H -0.016 0.387 3.879
H -0.657 -1.511 5.291
H -1.976 -3.380 4.381
H -3.095 -4.452 2.368
H -3.592 -4.333 -0.071
H -2.765 -2.414 -1.379
H 0.477 4.301 2.119
Cl 6.113 -0.826 -0.092
C 4.522 -0.245 -0.426
C 4.356 0.978 -1.009
C 3.066 1.473 -1.307
I 2.808 3.331 -2.182
C 1.969 0.717 -0.998
O 0.708 1.067 -1.263
C 2.129 -0.537 -0.368
N 0.968 -1.189 -0.096
C 1.060 -2.403 0.402
C 2.285 -3.015 0.708
C 3.456 -2.344 0.479
C 3.404 -1.056 -0.088
H 5.224 1.573 -1.255
H 0.138 -2.944 0.571
H 2.285 -4.014 1.118
H 4.413 -2.791 0.712
F -0.304 1.019 -4.174
C -0.757 -0.130 -4.668
F 0.241 -0.788 -5.239
F -1.707 0.106 -5.552
S -1.407 -1.145 -3.274
O -2.255 -0.223 -2.477
O -2.023 -2.300 -3.816
O -0.232 -1.322 -2.387
```



The following is a DFT calculation (ωB97M-V/def2-TZVPD) of C6H10N2 in the gas phase in a non-equilibrium geometry.

As for the SMILES: C1N[C@@H]2[C@@H]3NC[C@@H]1[C@H]23. As for the energy relative to the best compared isomer or geometry (same formula, charge and spin): 5.0350 eV. The value obtained for the lowest unoccupied orbital energy is 1.094 eV. As for the HOMO-LUMO gap: 9.124 eV. The calculation puts the max |F| at 1.87 eV/A. The HOMO energy is -8.030 eV.

```
18
C6H10N2, DFT ωB97M-V/def2-TZVPD
C 1.705 -0.265 0.659
N 1.736 -0.413 -0.833
C 0.307 -0.750 -1.219
C -1.147 -0.030 -0.963
N -1.465 1.245 -0.280
C -0.928 1.157 1.147
C 0.267 0.282 0.676
C -0.454 -0.897 0.018
H 1.770 -1.265 1.166
H 2.476 0.441 1.000
H 2.388 -1.069 -1.192
H 0.247 -1.535 -2.013
H -1.889 -0.372 -1.675
H -2.465 1.426 -0.332
H -1.595 0.683 1.888
H -0.601 2.152 1.510
H 0.452 0.971 -0.120
H -0.805 -1.761 0.566
```



The following is a DFT calculation (ωB97M-V/def2-TZVPD) of a molecular structure, C48H42N3O4PScSiTe.

The charge is -1. As for the energy relative to the best compared isomer or geometry (same formula, charge and spin): 4.3540 eV. The value obtained for the lowest unoccupied orbital energy is 2.257 eV. As for the HOMO-LUMO gap: 6.082 eV. The calculation puts the max |F| at 0.83 eV/A. The HOMO energy is -3.825 eV.

```
101
C48H42N3O4PScSiTe, DFT ωB97M-V/def2-TZVPD
Sc 0.354 -0.223 -1.919
C -0.634 -5.725 -0.753
C 0.750 -5.623 -0.716
C 1.387 -4.403 -0.898
C 0.642 -3.238 -1.124
C -0.760 -3.349 -1.147
C -1.381 -4.570 -0.967
N 1.217 -1.991 -1.345
N 2.571 -2.032 -1.671
C 3.152 -0.886 -1.835
C 4.475 -0.913 -2.444
C 4.962 0.168 -3.075
C 4.221 1.415 -3.101
C 3.112 1.549 -2.351
C 2.555 0.455 -1.552
H -1.123 -6.681 -0.616
H 1.351 -6.509 -0.547
H 2.465 -4.335 -0.883
H -1.368 -2.467 -1.329
H -2.463 -4.621 -1.001
H 5.006 -1.857 -2.432
H 5.923 0.115 -3.573
H 4.591 2.248 -3.686
H 2.625 2.516 -2.306
O -1.438 0.327 -1.129
C -2.671 0.564 -1.357
C -2.937 2.058 -1.330
C -4.281 2.413 -1.262
C -4.678 3.740 -1.265
C -3.717 4.733 -1.388
C -2.373 4.398 -1.488
C -1.959 3.067 -1.442
P -0.182 2.641 -1.575
C 0.384 2.517 0.149
C 1.861 2.231 0.334
C 2.241 1.709 1.750
C 1.210 1.830 2.824
C -0.038 2.205 2.555
C -0.464 2.496 1.184
C 0.586 4.213 -2.113
C 0.962 5.230 -1.238
C 1.564 6.384 -1.718
C 1.791 6.535 -3.080
C 1.424 5.525 -3.959
C 0.834 4.366 -3.477
H -5.000 1.604 -1.206
H -5.727 4.000 -1.190
H -4.009 5.776 -1.416
H -1.643 5.188 -1.603
H 2.466 3.070 -0.028
H 3.180 2.156 2.095
H 1.500 1.588 3.841
H -0.780 2.261 3.342
H -1.521 2.667 1.011
H 0.775 5.115 -0.176
H 1.856 7.167 -1.029
H 2.263 7.435 -3.454
H 1.611 5.633 -5.020
H 0.581 3.560 -4.157
O 0.834 0.487 -4.003
N -0.251 0.012 -4.473
O -0.683 0.327 -5.547
O -0.871 -0.774 -3.686
Te -1.309 -1.245 1.889
C -3.346 -0.768 1.650
C -3.830 0.449 2.114
C -5.165 0.788 1.928
C -6.022 -0.093 1.289
C -5.541 -1.313 0.828
C -4.208 -1.646 1.000
C -1.708 -3.115 2.791
C -2.527 -3.198 3.915
C -2.795 -4.429 4.494
C -2.237 -5.586 3.963
C -1.420 -5.505 2.846
C -1.160 -4.274 2.254
H -3.166 1.134 2.629
H -5.530 1.744 2.283
H -7.062 0.170 1.142
H -6.204 -1.999 0.316
H -3.829 -2.588 0.621
H -2.961 -2.298 4.333
H -3.438 -4.485 5.364
H -2.445 -6.547 4.417
H -0.994 -6.401 2.411
H -0.553 -4.229 1.360
C 3.911 -0.461 3.562
Si 3.257 -1.137 1.928
C 4.715 -1.881 1.018
C 2.003 -2.466 2.316
C 2.493 0.340 1.089
C 2.315 0.853 -0.166
H 4.383 -1.262 4.137
H 3.110 -0.041 4.175
H 4.659 0.320 3.401
H 5.308 -2.483 1.713
H 5.361 -1.105 0.600
H 4.384 -2.516 0.198
H 2.472 -3.350 2.757
H 1.494 -2.777 1.403
H 1.254 -2.099 3.025
```



The following is a DFT calculation (ωB97M-V/def2-TZVPD) of 2 unconnected molecules or ions with the total composition C4H4O3 in a non-equilibrium geometry.

As for the energy relative to the best compared isomer or geometry (same formula, charge and spin): 6.1574 eV. The value obtained for the lowest unoccupied orbital energy is -0.882 eV. As for the HOMO-LUMO gap: 7.675 eV. The calculation puts the max |F| at 15.10 eV/A. The HOMO energy is -8.557 eV.

```
11
C4H4O3, DFT ωB97M-V/def2-TZVPD
C -0.075 0.826 0.045
C 1.222 1.036 -0.018
C 0.802 -1.178 -0.057
C -0.243 -0.652 -0.008
H -2.235 0.737 -0.028
H 1.959 1.972 -0.378
H 1.073 -2.176 -0.088
H -1.863 -0.648 0.640
O -1.124 1.566 -0.046
O 1.880 -0.229 0.046
O -1.396 -1.254 -0.108
```



Repeat the second record exactly.
The following is a DFT calculation (ωB97M-V/def2-TZVPD) of 2 unconnected molecules or ions with the total composition C5H12OSi2 in a non-equilibrium geometry.

As for the energy relative to the best compared isomer or geometry (same formula, charge and spin): 4.2276 eV. The value obtained for the lowest unoccupied orbital energy is -0.881 eV. As for the HOMO-LUMO gap: 6.970 eV. The calculation puts the max |F| at 1.12 eV/A. The HOMO energy is -7.851 eV.

```
20
C5H12OSi2, DFT ωB97M-V/def2-TZVPD
C 0.680 0.674 -0.112
C -0.006 1.704 -0.595
C 0.846 -0.342 -1.218
C 0.214 0.395 -2.414
C 1.221 0.463 1.251
O -0.352 1.602 -1.917
Si -2.905 -0.141 0.332
Si 0.465 -1.012 2.205
H 1.893 -0.594 -1.390
H 0.311 -1.264 -0.978
H 0.960 0.654 -3.174
H -0.581 -0.186 -2.893
H 2.298 0.288 1.178
H 1.083 1.375 1.833
H -0.330 2.608 -0.113
H -2.447 -1.478 -0.141
H -4.261 -0.585 0.759
H 1.224 -1.135 3.450
H 0.636 -2.246 1.441
H -0.949 -0.779 2.495
```